No. 1
{"formula": "C4H12N2", "method": "ωB97M-V/def2-TZVPD", "symbols": ["N", "C", "C", "C", "C", "N", "H", "H", "H", "H", "H", "H", "H", "H", "H", "H", "H", "H"], "coordinates": [[0.274, -1.052, -1.113], [2.409, 0.347, 0.721], [0.956, -0.058, 1.103], [-0.010, -0.031, -0.087], [-1.491, 0.054, 0.274], [-2.321, 0.569, -0.926], [1.247, -1.011, -1.374], [0.313, -1.913, -0.567], [2.683, 0.003, -0.264], [3.054, -0.069, 1.508], [2.583, 1.410, 0.867], [0.932, -0.982, 1.679], [0.586, 0.672, 1.832], [0.156, 0.936, -0.578], [-1.657, 0.835, 1.006], [-1.856, -0.935, 0.573], [-2.800, 1.368, -0.527], [-1.597, 0.922, -1.538]], "forces_ev_per_angstrom": [[-0.256, -0.627, 1.061], [-0.564, -0.462, 1.707], [-0.076, 0.959, 0.147], [0.410, 0.966, -0.341], [-0.669, -0.012, -1.592], [1.038, -0.860, 1.490], [0.272, 0.576, -0.383], [-0.543, -0.376, -0.299], [0.338, 0.002, -0.153], [0.175, -0.284, -0.590], [-0.282, 0.266, -0.616], [0.018, -0.474, -0.378], [0.048, 0.102, -0.041], [0.322, 0.073, -0.016], [0.358, -0.451, 0.824], [-0.157, 0.280, 0.204], [-0.125, 0.104, -0.511], [-0.307, 0.217, -0.514]], "mulliken_charge": [-0.59, -1.08, -0.74, 0.07, -0.63, -0.62, 0.30, 0.31, 0.31, 0.33, 0.29, 0.38, 0.31, 0.21, 0.37, 0.26, 0.26, 0.26], "relative_energy_kcal_mol": 19.7, "spin_multiplicity": 1, "smiles": "CC[C@@H](N)CN", "gap_ev": 10.3}

No. 2
{"formula": "C4H12N2", "method": "ωB97M-V/def2-TZVPD", "symbols": ["C", "N", "C", "C", "C", "N", "H", "H", "H", "H", "H", "H", "H", "H", "H", "H", "H", "H"], "coordinates": [[1.761, -0.108, 0.108], [2.091, 1.112, -0.694], [0.502, -0.765, -0.514], [-0.692, 0.215, -0.698], [-1.385, 0.316, 0.713], [-2.405, -0.751, 0.863], [1.473, 0.056, 1.149], [2.742, -0.583, 0.122], [1.277, 1.718, -0.659], [2.765, 1.647, -0.146], [0.182, -1.591, 0.128], [0.735, -1.157, -1.513], [-1.368, -0.257, -1.416], [-0.452, 1.163, -1.166], [-0.683, 0.117, 1.527], [-1.711, 1.341, 0.882], [-2.945, -0.960, 0.041], [-1.889, -1.511, 1.272]], "forces_ev_per_angstrom": [[-0.477, 0.970, -0.791], [-0.436, 0.269, 1.198], [0.935, 0.137, -1.160], [0.252, -1.059, 1.520], [-0.281, -0.244, -1.353], [0.684, 1.440, 1.107], [0.286, 0.547, 0.257], [-0.581, -1.143, -0.072], [0.029, 0.033, -0.258], [0.221, -0.133, -0.280], [-0.041, -0.023, -0.202], [0.203, -0.160, 0.289], [-0.197, 0.024, 0.259], [0.300, 0.195, 0.210], [0.226, 0.164, -0.252], [-0.728, -0.102, 0.035], [0.263, -0.234, -0.117], [-0.658, -0.680, -0.389]], "mulliken_charge": [-0.46, -0.63, -0.63, -0.58, -0.65, -0.57, 0.24, 0.40, 0.22, 0.25, 0.26, 0.35, 0.30, 0.45, 0.28, 0.27, 0.25, 0.26], "relative_energy_kcal_mol": 23.7, "spin_multiplicity": 1, "smiles": "NCCCCN", "gap_ev": 10.2}

No. 3
{"formula": "C4H12N2", "method": "ωB97M-V/def2-TZVPD", "symbols": ["C", "N", "C", "H", "H", "H", "H", "H", "H", "H", "C", "C", "N", "H", "H", "H", "H", "H"], "coordinates": [[-2.192, -2.104, 1.502], [-1.122, -1.120, 1.307], [-1.171, -0.504, -0.054], [-1.970, -3.125, 1.164], [-2.417, -2.145, 2.572], [-3.112, -1.867, 0.969], [-0.256, -1.641, 1.306], [-0.161, -0.357, -0.421], [-1.839, 0.350, 0.006], [-1.672, -1.150, -0.793], [2.409, 1.524, -1.883], [1.554, 1.957, 0.274], [2.521, 1.621, -0.449], [3.412, 1.396, -2.286], [1.850, 2.335, -2.357], [1.906, 0.587, -2.149], [1.678, 1.895, 1.355], [0.583, 2.346, -0.063]], "forces_ev_per_angstrom": [[-0.195, -0.242, 0.556], [0.073, -0.233, -1.423], [-0.908, -1.089, 0.560], [0.340, 0.105, 0.007], [-0.141, -0.151, -0.143], [0.011, 0.524, 0.051], [0.131, 0.018, 0.380], [-0.032, 0.701, 0.056], [0.527, 0.608, -0.157], [0.214, -0.234, 0.101], [-0.095, -0.361, -0.174], [-0.165, 0.394, 0.256], [0.155, -0.613, 0.279], [-0.025, 0.464, -0.216], [0.152, 0.133, -0.014], [-0.126, 0.052, 0.168], [0.019, 0.120, -0.010], [0.067, -0.196, -0.277]], "mulliken_charge": [-0.82, -0.39, -0.69, 0.28, 0.28, 0.32, 0.25, 0.17, 0.27, 0.34, -0.71, -0.29, -0.41, 0.28, 0.30, 0.25, 0.29, 0.29], "relative_energy_kcal_mol": 47.1, "spin_multiplicity": 1, "smiles": "C=NC.CNC", "gap_ev": 10.1}